This record from the Open Molecules 2025 dataset describes C36H48N6O2STl as an isolated structure. The level of theory is the ωB97M-V functional and the def2-TZVPD basis.

The calculation puts the HOMO-LUMO gap at 6.84 eV. As for the LUMO energy: -8.1 eV. As for the energy above the lowest of the compared OMol25 structures with the same formula, charge and spin: 14.1 kcal/mol. As for the total charge: +3.

```
94
Properties=species:S:1:pos:R:3:forces:R:3
Tl -0.151 -0.647 1.446 0.12 0.61 1.26
C 5.918 1.579 5.279 -0.70 0.48 0.00
C 4.925 1.214 4.164 1.31 0.04 0.01
C 5.140 1.529 2.826 1.06 0.58 -0.31
C 4.180 1.265 1.802 0.47 -0.93 0.25
C 4.684 1.305 0.464 0.83 -0.07 0.36
N 4.235 1.094 -0.752 0.30 -0.65 -0.55
C 2.878 0.897 -1.339 1.48 0.90 -0.59
C 2.704 2.061 -2.299 -0.53 0.67 -0.09
C 1.269 2.054 -2.990 1.10 0.35 1.37
N 0.283 1.987 -1.889 -0.87 -0.53 -0.07
C -0.358 3.019 -1.433 1.04 0.66 -1.09
C -1.201 3.131 -0.312 -0.58 -0.56 0.30
C -1.771 4.388 -0.027 0.39 0.52 -0.65
C -2.597 4.535 1.054 0.24 -1.90 1.33
C -3.063 5.836 1.560 0.22 1.34 -0.49
C -2.862 3.350 1.846 -1.09 1.72 -0.67
C -2.329 2.105 1.595 0.05 -1.10 0.15
C -2.739 0.932 2.416 -1.04 1.89 -0.30
N -2.191 -0.202 2.448 0.86 -1.46 0.61
C -2.639 -1.282 3.402 -0.06 2.17 0.07
C -1.613 -1.482 4.533 -0.81 1.20 0.25
C -0.275 -2.100 4.110 0.71 0.80 0.87
N 0.665 -1.136 3.484 -1.42 0.00 -1.74
C 1.794 -0.815 3.984 0.01 0.18 0.76
C 2.862 0.029 3.547 0.26 0.99 -1.94
C 3.828 0.417 4.454 -0.45 -0.62 0.92
C 2.968 0.591 2.199 -0.94 0.19 0.40
O 1.981 0.543 1.407 -0.62 -0.40 -0.30
C -1.456 1.991 0.499 1.18 -0.04 -0.89
O -0.798 0.892 0.135 -0.95 0.47 0.30
H 5.433 2.385 5.888 0.75 -0.41 -0.52
H 6.882 1.899 4.859 -0.43 0.16 0.22
H 6.132 0.769 5.989 -0.24 -0.02 -0.44
H 6.124 2.013 2.491 -1.49 -0.68 0.74
H 5.784 1.444 0.423 -0.75 0.21 0.21
H 5.006 1.054 -1.457 -1.10 0.18 0.79
H 2.147 0.862 -0.576 -0.41 0.11 0.74
H 2.863 -0.021 -1.886 0.16 -0.82 -0.20
H 3.558 2.083 -3.004 -0.74 -0.05 -0.08
H 2.848 2.959 -1.652 -0.51 -0.22 -0.73
H 1.117 1.231 -3.677 0.09 -0.29 0.07
H 1.099 2.971 -3.548 0.07 0.10 0.03
H -0.059 1.115 -1.445 0.78 0.24 -0.29
H -0.146 3.906 -2.026 -0.17 0.35 0.31
H -1.486 5.243 -0.697 -0.48 -0.79 0.84
H -2.703 6.620 0.874 -0.14 -0.11 0.41
H -2.669 6.042 2.555 0.07 -0.01 -0.04
H -4.132 5.952 1.612 -0.51 -0.20 0.00
H -3.643 3.490 2.616 0.70 -0.28 -0.17
H -3.665 1.125 3.003 0.60 -0.26 -0.06
H -2.716 -2.124 2.795 -0.08 -1.83 -0.91
H -3.681 -1.076 3.738 0.81 0.13 0.17
H -2.171 -2.072 5.265 0.56 -0.42 0.03
H -1.484 -0.497 5.044 0.20 -0.69 -0.37
H -0.457 -2.913 3.432 -0.01 -0.44 -0.59
H 0.297 -2.523 4.925 -0.34 -0.26 0.65
H 1.957 -1.215 4.967 0.28 -0.36 0.72
H 3.671 0.037 5.470 0.39 0.23 -0.14
C -6.045 -0.812 -4.628 -0.23 -1.34 -0.47
C -4.634 -0.467 -4.237 1.12 -0.57 -0.09
C -3.832 -1.325 -3.446 0.30 -0.11 0.42
C -2.500 -0.988 -3.145 0.09 -0.18 -0.15
C -1.920 0.177 -3.632 -1.28 -0.50 -0.36
C -2.712 1.034 -4.393 0.25 -1.02 0.50
C -4.018 0.708 -4.701 -0.71 -0.01 0.08
H -6.370 -0.460 -5.648 0.62 -0.41 1.03
H -6.682 -0.340 -3.911 -0.69 0.39 0.40
H -6.249 -1.928 -4.511 0.36 1.45 -0.39
H -4.162 -2.306 -3.044 -0.24 0.84 -0.54
H -1.838 -1.676 -2.597 -0.53 0.08 -0.24
H -0.866 0.312 -3.579 0.60 0.26 0.28
H -2.241 1.891 -4.780 0.21 1.11 -0.64
H -4.603 1.368 -5.339 0.15 -0.06 0.10
C -0.711 -5.013 -1.268 1.75 -0.52 -1.80
N -0.659 -3.573 -1.006 -0.43 -0.23 0.13
C -1.775 -3.029 -0.173 0.78 -0.04 -1.52
C 0.528 -3.000 -1.194 -0.01 0.47 1.36
S 1.231 -1.788 -0.108 0.27 -0.69 -1.01
N 1.389 -3.428 -2.089 0.95 -0.33 -0.88
C 2.856 -3.394 -1.903 -0.38 1.08 -0.27
C 1.118 -4.023 -3.379 -1.14 -1.56 -0.44
H -1.166 -5.533 -0.480 -0.96 -0.48 1.16
H 0.325 -5.446 -1.353 -0.95 0.65 0.32
H -1.170 -5.269 -2.224 -0.39 0.15 0.17
H -2.693 -3.555 -0.424 0.01 0.13 -0.37
H -1.876 -1.965 -0.379 -0.25 -0.04 0.01
H -1.616 -3.229 0.858 0.44 -0.16 1.14
H 3.288 -4.185 -2.531 -0.11 0.01 0.71
H 3.033 -3.455 -0.836 0.65 -0.24 -0.12
H 3.225 -2.445 -2.326 0.11 -0.23 0.36
H 0.089 -3.935 -3.705 -0.15 0.46 0.07
H 1.293 -5.104 -3.330 0.12 0.07 0.00
H 1.786 -3.657 -4.151 0.04 0.49 0.13
```
Positions in Å, forces in eV/Å.